Record 1
A structure of composition C43H49N6OsS2 in a non-equilibrium geometry, computed with ωB97M-V with the def2-TZVPD basis set.

Output
electronic energy	-78464.51397	eV
total charge	-1
HOMO-LUMO gap	5.455	eV
relative energy (zero: lowest compared OMol25 entry of this formula, charge and spin)	0.0261	eV

Last column: Mulliken charge in e.
Positions of all 101 atoms, in Å:
Os  -0.0142  0.5288  0.6091  1.17
C  0.8635  0.5536  5.3020  -1.84
C  0.7565  0.8655  3.8356  1.20
S  0.0472  -0.3932  2.8285  -0.64
C  1.1757  2.0154  3.3055  0.58
C  1.7972  3.1085  4.1334  -1.98
S  1.0723  2.3778  1.5808  -0.34
H  0.2329  -0.2984  5.5576  0.45
H  0.5485  1.3997  5.9197  0.36
H  1.8910  0.3033  5.5899  0.31
H  2.5862  2.7225  4.7860  0.36
H  1.0551  3.5999  4.7718  0.35
H  2.2370  3.8754  3.4944  0.44
C  -5.8813  -1.0755  0.3942  -1.32
N  -4.6135  -1.2362  -0.2767  0.58
C  -4.5699  -2.2375  -1.3116  -1.35
C  -3.4585  -0.6858  0.2747  0.10
N  -2.3264  -1.2502  0.4752  0.37
C  -2.0126  -2.5794  0.4002  -1.10
C  -2.8997  -3.6392  0.6040  -0.58
C  -2.5235  -4.9508  0.3595  -0.85
C  -1.2492  -5.2124  -0.1148  -0.80
C  -0.3266  -4.1803  -0.2234  -0.78
C  -0.6490  -2.8679  0.1282  0.15
N  0.2710  -1.7963  0.0941  0.35
C  1.5678  -2.0066  0.1699  -0.71
N  2.3837  -1.0890  -0.4442  0.01
C  3.2930  -0.3237  1.8576  -1.97
C  2.0885  1.1069  -1.5892  -0.79
N  2.1780  -3.0673  0.7686  0.55
C  3.5622  -3.3911  0.4951  -1.20
C  1.6101  -3.7239  1.9310  -1.11
N  -3.5396  0.6487  0.5709  0.70
C  -2.4082  1.8012  2.4849  -1.69
C  -4.5058  1.5264  -0.0703  -1.30
H  -6.2712  -2.0526  0.7080  0.35
H  -6.6320  -0.6047  -0.2523  0.34
H  -5.7585  -0.4586  1.2820  0.34
H  -4.8927  -3.2218  -0.9522  0.46
H  -3.5587  -2.3253  -1.6999  0.37
H  -5.2232  -1.9361  -2.1381  0.30
H  -3.9052  -3.4134  0.9374  0.77
H  -3.2322  -5.7566  0.5088  0.40
H  -0.9565  -6.2217  -0.3779  0.37
H  0.6739  -4.4045  -0.5671  0.56
H  2.4069  -0.7972  2.2724  0.02
H  3.3701  0.6538  2.3318  0.49
H  4.1830  -0.9046  2.1163  0.29
H  1.3136  0.8406  -2.3080  -0.04
H  3.0601  0.9506  -2.0610  0.50
H  1.9907  2.1727  -1.3733  0.00
H  3.9142  -2.8403  -0.3697  0.28
H  3.6497  -4.4639  0.2934  0.36
H  4.2007  -3.1504  1.3502  0.32
H  0.7505  -3.1652  2.2917  0.27
H  2.3662  -3.7241  2.7211  0.39
H  1.3171  -4.7555  1.7174  0.37
H  -2.5236  0.9827  3.2042  0.24
H  -3.2514  2.4936  2.6049  0.40
H  -1.4851  2.3258  2.7300  0.21
H  -4.8855  1.0737  -0.9867  0.47
H  -3.9984  2.4545  -0.3338  0.38
H  -5.3517  1.7680  0.5816  0.25
C  1.9067  0.3105  -0.3213  -0.12
C  3.1886  -0.1464  0.3619  2.85
C  4.5112  0.2090  -0.2546  -0.54
C  5.2271  1.2855  0.2691  -0.29
C  6.4540  1.6506  -0.2620  -0.85
C  6.9959  0.9420  -1.3257  -0.46
C  6.2901  -0.1265  -1.8580  -1.18
C  5.0574  -0.4852  -1.3302  0.39
H  4.7991  1.8546  1.0851  0.38
H  6.9868  2.4978  0.1528  0.40
H  7.9543  1.2275  -1.7417  0.37
H  6.6949  -0.6783  -2.6981  0.38
H  4.4875  -1.2929  -1.7706  0.35
C  -2.3407  1.2689  1.0951  -0.47
C  -1.4400  1.5872  0.1131  0.30
C  -1.0759  1.6024  -1.2545  1.03
C  -1.7807  0.7594  -2.2683  0.01
C  -1.3890  -0.5447  -2.5554  0.58
C  -2.0227  -1.2815  -3.5506  -0.85
C  -3.0698  -0.7364  -4.2762  -0.57
C  -3.4751  0.5665  -4.0024  -0.94
C  -2.8319  1.3008  -3.0197  0.21
C  -0.5539  2.8864  -1.7555  -0.01
C  -0.4077  3.9910  -0.9047  -0.24
C  0.1135  5.1901  -1.3605  -1.04
C  0.4865  5.3434  -2.6894  -0.60
C  0.3301  4.2655  -3.5519  -0.95
C  -0.1782  3.0618  -3.0949  -0.08
H  -0.5573  -0.9706  -2.0098  0.14
H  -1.6839  -2.2913  -3.7559  0.37
H  -3.5601  -1.3117  -5.0523  0.36
H  -4.2864  1.0165  -4.5632  0.37
H  -3.1353  2.3243  -2.8269  0.59
H  -0.6742  3.8927  0.1420  0.42
H  0.2295  6.0127  -0.6642  0.41
H  0.8915  6.2826  -3.0452  0.37
H  0.6179  4.3558  -4.5933  0.37
H  -0.2698  2.2320  -3.7859  0.43



Record 2
A structure of composition C43H50BLaN4O6S2 in a non-equilibrium geometry, computed with ωB97M-V with the def2-TZVPD basis set.

Output
electronic energy	-86846.41136	eV
total charge	+2
HOMO-LUMO gap	6.452	eV
relative energy (zero: lowest compared OMol25 entry of this formula, charge and spin)	0.3079	eV

Last column: Mulliken charge in e.
Positions of all 107 atoms, in Å:
La  0.0269  -0.7166  1.4524  1.91
O  -5.6679  2.3879  7.1682  -0.46
C  -5.4339  1.9142  5.9309  0.59
O  -6.3267  1.8438  5.1400  -0.52
C  -4.0275  1.4814  5.5779  0.74
C  -2.9256  1.6150  6.4167  -1.19
C  -1.6640  1.1983  6.0167  -1.49
C  -1.4989  0.6411  4.7581  0.34
C  -2.5907  0.5211  3.9227  1.12
C  -3.8500  0.9278  4.3206  -0.69
N  -0.2377  0.1587  4.2254  0.56
C  0.7762  0.0849  4.9720  -0.14
C  2.0815  -0.4100  4.4689  0.34
C  3.1690  -0.4359  5.3044  -0.84
C  4.3895  -0.8981  4.8118  -0.40
C  4.4628  -1.3118  3.5006  -1.04
C  3.3147  -1.2564  2.7218  0.08
N  2.1445  -0.8195  3.1947  0.09
H  -4.8752  2.3716  7.7140  0.27
H  -3.0137  2.0575  7.4039  0.23
H  -0.8346  1.3306  6.7008  0.31
H  -2.4247  0.0949  2.9461  -0.35
H  -4.7157  0.8261  3.6755  0.54
H  0.7466  0.3655  6.0241  0.26
H  3.0704  -0.0982  6.3288  0.46
H  5.2641  -0.9256  5.4504  0.46
H  5.3877  -1.6733  3.0699  0.46
H  3.3442  -1.5553  1.6794  0.38
C  -1.0979  4.8393  0.8588  -1.18
C  -1.3452  3.5426  0.0834  0.02
S  -2.2725  2.3679  1.0800  0.29
O  -1.6841  0.9737  0.7222  -0.22
C  -3.8532  2.4278  0.2601  -0.60
C  -3.8592  1.7794  -1.1227  -0.98
H  -0.5847  5.5538  0.2143  0.41
H  -0.4787  4.6705  1.7420  0.32
H  -2.0313  5.3055  1.1862  0.33
H  -0.4267  3.0044  -0.1598  -0.16
H  -1.8964  3.7140  -0.8411  0.32
H  -4.0964  3.4965  0.2379  0.59
H  -4.5517  1.9498  0.9510  0.31
H  -3.3191  2.3761  -1.8595  0.36
H  -4.8919  1.6831  -1.4624  0.40
H  -3.4114  0.7861  -1.1042  0.07
C  1.1538  -0.7965  -5.6888  -1.32
C  1.1328  -1.5009  -4.3553  0.40
C  -0.0249  -1.5253  -3.5721  -1.09
C  -0.0628  -2.1436  -2.3362  1.16
C  -1.3771  -2.1815  -1.5818  -1.49
C  1.1083  -2.7885  -1.8888  1.44
C  1.2436  -3.3703  -0.5740  -1.01
O  0.6601  -3.0463  0.4702  -0.52
C  2.2742  -2.8289  -2.6853  0.92
C  3.5428  -3.5404  -2.2426  -2.14
C  2.2663  -2.1617  -3.8969  -0.46
H  0.2281  -0.2512  -5.8727  0.35
H  1.2911  -1.5159  -6.5007  0.44
H  1.9893  -0.0916  -5.7390  -0.03
H  -0.9269  -1.0485  -3.9499  0.31
H  -2.1732  -1.7795  -2.2061  0.52
H  -1.3808  -1.6135  -0.6533  -0.04
H  -1.6500  -3.2002  -1.3034  0.38
H  1.9819  -4.1693  -0.4713  0.46
H  3.9721  -3.0890  -1.3414  0.37
H  4.2964  -3.4816  -3.0266  0.39
H  3.3668  -4.6017  -2.0393  0.47
H  3.1708  -2.1581  -4.5017  0.35
N  -7.0339  -3.8941  2.5130  -0.33
C  -5.8815  -4.5854  2.5296  0.05
S  -5.7708  -6.2039  2.6932  -0.31
C  -4.6491  -3.7137  2.3430  0.86
C  -3.4319  -4.1238  2.8543  -0.72
C  -2.3197  -3.3400  2.6436  -0.84
N  -2.3400  -2.1920  1.9529  0.47
C  -3.5144  -1.8024  1.4464  -0.50
C  -4.6825  -2.5197  1.6281  -0.99
H  -7.8888  -4.4077  2.6542  0.23
H  -7.0648  -2.8948  2.6139  0.18
H  -3.3625  -5.0537  3.4049  0.42
H  -1.3612  -3.6514  3.0442  0.48
H  -3.5156  -0.8825  0.8719  0.45
H  -5.5952  -2.1556  1.1708  0.50
C  2.7788  3.1216  -5.8961  -1.86
C  4.0371  2.4731  -5.3198  1.83
C  5.0799  3.5719  -5.0591  -1.75
C  4.5833  1.4831  -6.3584  -1.40
C  3.7553  1.7379  -4.0037  0.66
C  4.7889  1.0049  -3.3942  -0.62
C  4.6213  0.3173  -2.1940  -2.21
C  3.3740  0.3851  -1.6216  1.01
O  2.9250  -0.2124  -0.4472  0.05
B  1.5579  0.1414  -0.3401  -0.26
O  1.2126  0.9798  -1.4228  -0.19
C  2.3589  1.0939  -2.1964  0.41
C  2.5054  1.7831  -3.3799  -0.53
H  3.0239  3.6006  -6.8471  0.44
H  2.3737  3.8957  -5.2364  0.35
H  1.9908  2.3855  -6.0918  0.28
H  5.2950  4.1220  -5.9812  0.46
H  6.0224  3.1519  -4.6943  0.34
H  4.7170  4.2870  -4.3140  0.40
H  4.7220  1.9877  -7.3197  0.46
H  3.8887  0.6496  -6.5112  0.19
H  5.5509  1.0680  -6.0641  0.35
H  5.7677  0.9826  -3.8629  0.43
H  5.4357  -0.2371  -1.7367  0.52
H  1.6720  2.3404  -3.7972  0.57